37
Properties=species:S:1:pos:R:3:mulliken_charge:R:1 method="wB97M-V/def2-TZVPD" homo_energy_ev=-12.0 charge=+1 spin_multiplicity=1 total_energy_ha=-3970.22518 orbital_gap_ev=7.86 de_lowest_kj_mol=0.0
Sn -1.5947 -0.9106 -2.2551 0.90
As -0.3097 -0.3572 2.3687 0.61
S 0.2106 -0.9409 0.3027 -0.19
S -4.4575 -1.8486 1.5332 -0.33
N 0.5285 2.7661 0.9887 -0.55
N -2.8488 -1.5046 -0.6961 -0.55
N -2.1233 1.1462 -1.9651 -0.60
N -1.5010 2.9262 -0.4180 -0.65
C 2.0135 -1.2719 -2.3610 -0.15
C 1.1967 0.9805 -3.7680 -0.72
C -3.5523 -1.6413 0.2474 0.42
C -1.8131 0.8145 2.5252 -0.96
C 1.2381 0.4073 3.1905 -1.06
C 1.4794 -0.1988 -4.4453 -0.47
C -1.7968 1.9981 -1.2235 0.80
C 1.8947 -1.3224 -3.7420 -0.56
C -0.4057 2.8292 0.3068 0.50
C 1.7227 -0.0934 -1.6748 -0.35
C 1.7598 -0.0601 -0.1718 -0.50
C 1.3180 1.0343 -2.3859 -0.33
C -0.7858 -2.0212 3.1857 -0.91
H 2.3417 -2.1482 -1.8133 0.40
H 2.0719 -0.2871 3.1135 0.38
H 1.3910 -0.2376 -5.5227 0.42
H -1.0235 -1.8385 4.2331 0.40
H 0.9992 0.5861 4.2388 0.42
H 0.8929 1.8627 -4.3157 0.43
H 1.1201 1.9593 -1.8562 0.64
H 2.6015 -0.6144 0.2369 0.55
H -1.5113 1.8306 2.2935 0.39
H -1.6676 -2.4116 2.6777 0.30
H 2.1317 -2.2363 -4.2700 0.42
H 0.0455 -2.7168 3.1002 0.36
H 1.4538 1.3506 2.6915 0.40
H -2.1437 0.7458 3.5623 0.43
H 1.7364 0.9552 0.2150 0.47
H -2.6127 0.4687 1.8733 0.23

***

41
Properties=species:S:1:pos:R:3:mulliken_spin:R:1 method="wB97M-V/def2-TZVPD" homo_energy_ev="0.9 / 0.8" charge=-2 spin_multiplicity=2 total_energy_ha=-2292.59347 orbital_gap_ev="3.94 / 4.02" de_lowest_kj_mol=198.6
Pt 0.0939 -0.1967 0.2575 0.73
S 0.4638 -0.2084 2.8581 0.10
S -1.9386 -1.6183 0.0383 0.04
S 2.8519 -0.1785 0.3693 0.02
F -0.5112 1.8551 -0.1112 0.03
O 0.0041 -0.5528 -2.0044 0.02
N 2.4876 2.5094 0.7799 0.00
N -1.2257 1.8428 2.7325 0.00
N 0.8622 2.5048 2.6176 0.00
N -1.2970 -0.5989 -2.3705 -0.02
N 2.4740 1.8503 -1.3110 0.00
C 2.5160 0.9761 -2.4446 0.00
C -1.2370 3.2052 2.6181 0.00
C -3.6759 -1.4071 -3.5989 0.02
C -2.3492 0.9564 2.7055 0.00
C 2.3107 3.6033 -0.0170 0.00
C 0.0539 3.6026 2.5487 0.00
C 2.3056 3.2077 -1.3112 0.00
C -2.7935 -0.5234 -4.2388 -0.01
C -2.2241 -1.3396 -1.6569 0.02
C -3.3759 -1.7592 -2.2564 -0.01
C 0.0665 1.4239 2.6704 0.01
C 2.5277 1.4291 -0.0221 0.00
C -1.6433 -0.1263 -3.6316 0.02
B 2.3872 2.5527 2.3253 0.00
H -3.0306 -0.1216 -5.2191 0.00
H 0.4733 4.5840 2.4460 0.00
H 2.1861 3.7540 -2.2239 0.00
H -4.5963 -1.7221 -4.0687 0.00
H 2.1907 4.5792 0.4142 0.00
H 2.8069 3.6238 2.6924 0.00
H -2.3764 0.4260 1.7428 0.00
H -0.9414 0.5750 -4.0580 0.00
H -2.2417 0.2075 3.4942 0.00
H -4.0728 -2.3397 -1.6672 0.01
H 3.3006 0.2339 -2.2781 0.00
H -3.2587 1.5371 2.8525 0.00
H -2.1541 3.7561 2.5809 0.00
H 1.5597 0.4396 -2.5333 0.00
H 2.9531 1.6373 2.8225 0.00
H 2.7234 1.5680 -3.3355 0.00

***

39
Properties=species:S:1:pos:R:3:mulliken_charge:R:1 method="wB97M-V/def2-TZVPD" homo_energy_ev=-9.1 spin_multiplicity=1 total_energy_ha=-6917.84013 orbital_gap_ev=9.44
Br -4.1782 1.5076 1.4465 -0.14
Br -1.3189 -0.1491 0.5190 -0.05
S 1.7990 3.4414 -0.1173 0.62
P -1.6128 -3.6159 0.5701 -0.02
F -3.1930 0.4604 -1.3231 -0.30
F -4.0782 -1.1793 1.6362 -0.17
F -5.3292 -0.4533 0.0244 -0.21
O 0.0217 -3.4879 0.9380 -0.36
O 2.1285 2.9926 1.2614 -0.60
O 0.9053 -3.8367 -1.0879 -0.54
C 2.5425 -1.5231 -0.8552 -0.53
C 0.0142 3.6168 -0.2045 -0.56
C 3.4553 0.1154 0.6799 -0.50
C -3.0104 -0.4884 -0.3644 0.91
C -1.8297 -2.7274 -1.0448 -0.88
C 1.7685 -2.0466 0.1784 0.57
C 2.6691 -0.4029 1.7084 -0.45
C 0.8870 -3.2028 -0.0799 0.38
C -4.1672 -0.2871 0.6547 0.33
C -3.1120 -1.8821 -0.9996 -1.35
C 3.3770 -0.4449 -0.5949 -0.49
C 2.1628 5.1996 -0.1954 -1.05
C 1.8306 -1.4791 1.4597 -0.36
H -0.4237 2.6248 -0.1276 -0.11
H 1.2193 -1.8926 2.2447 0.44
H 3.9905 -0.0438 -1.3890 0.41
H -3.4929 -1.7843 -2.0106 0.40
H 2.7077 0.0414 2.6904 0.41
H 3.2407 5.3214 -0.1126 0.33
H -0.2592 4.0634 -1.1607 0.38
H -1.6909 -4.9526 0.0992 0.05
H 1.6692 5.7114 0.6307 0.31
H -3.8560 -2.4343 -0.4296 0.38
H 4.1006 0.9554 0.8725 0.42
H -1.9353 -3.4793 -1.8220 0.58
H 1.8219 5.5975 -1.1512 0.37
H 2.4797 -1.9629 -1.8375 0.47
H -0.3320 4.2378 0.6220 0.33
H -0.9715 -2.1303 -1.3283 0.56

***

41
Properties=species:S:1:pos:R:3:mulliken_charge:R:1 method="wB97M-V/def2-TZVPD" homo_energy_ev=-17.4 charge=+3 spin_multiplicity=1 total_energy_ha=-2117.61945 orbital_gap_ev=5.04 de_lowest_kj_mol=165.7
Ta -0.1163 -0.0481 0.0345 2.32
Cl 0.0263 -4.3535 1.3410 -0.13
Cl 5.2427 -4.4956 2.6821 -0.10
O 2.0141 0.6119 0.9366 -0.67
O 0.8240 -0.1656 -1.5519 -0.43
O -3.5526 1.4241 1.9039 -0.35
O 0.5325 -1.4748 1.1251 -0.57
O -1.3128 0.9520 -1.5523 -0.44
O -1.9095 0.1228 1.0692 -0.69
O 1.1839 -0.1693 -3.7766 -0.33
N -0.2762 2.1434 0.8296 -0.61
N -1.6134 2.3326 1.3044 -0.17
C -0.0788 2.6298 -2.8262 -1.57
C 3.9487 -2.2544 2.0115 -1.07
C 2.8287 -1.5356 1.6238 0.74
C 1.5317 -3.5884 1.6037 0.27
C -4.4851 0.2918 2.1134 -0.64
C -1.5746 0.9482 -4.0059 -1.67
C 2.6556 -4.2946 1.9888 -0.49
C 2.9185 -0.1322 1.3833 0.09
C -2.3892 1.2403 1.4405 0.97
C 0.5464 0.2278 -2.8859 0.13
C 1.6096 -2.1988 1.4363 0.40
C 3.8624 -3.6307 2.2012 0.16
C -0.6186 1.2155 -2.8604 1.47
H 0.4203 2.8339 -3.7753 0.43
H -1.0387 1.0464 -4.9492 0.42
H -4.0229 -0.4212 2.7886 0.34
H 0.4002 2.4020 1.5613 0.40
H -5.3545 0.7559 2.5604 0.28
H -0.1022 2.7622 0.0306 0.37
H 3.8873 0.3254 1.6116 0.45
H -1.9244 3.2528 1.6032 0.29
H 4.9054 -1.7665 2.1615 0.48
H -2.3822 1.6830 -4.0021 0.50
H -0.8925 3.3447 -2.7131 0.42
H 2.6004 -5.3672 2.1312 0.48
H 0.6699 2.7688 -2.0396 0.35
H -4.7233 -0.1497 1.1511 0.33
H -1.9835 -0.0635 -3.9645 0.50
H -2.2572 0.7946 -1.7255 0.32

***

42
Properties=species:S:1:pos:R:3:mulliken_charge:R:1 method="wB97M-V/def2-TZVPD" homo_energy_ev=-8.1 spin_multiplicity=1 total_energy_ha=-2268.81035 orbital_gap_ev=5.69
Cl 5.9418 -0.8525 0.0485 0.08
S 3.9249 1.2455 2.8212 1.08
F 5.1033 0.9846 5.2116 -0.24
F 2.6344 -2.5627 -3.4565 -0.24
F 4.4468 -0.8884 4.3585 -0.24
F 3.0049 0.4744 5.2184 -0.24
O -0.9581 -0.9374 0.5641 -0.25
O 2.8408 0.5110 2.1644 -0.69
O 4.3248 -0.3509 -1.9041 -0.45
O 5.2097 1.0888 2.1633 -0.64
O 4.5249 -1.7551 -0.1730 -0.28
O 3.5875 2.6201 3.1291 -0.67
N -0.5825 -1.9519 -1.6190 0.11
C 3.7759 -1.1435 -1.1849 0.17
C -3.3671 2.2784 0.8896 -1.43
C 0.2953 -2.3712 -2.6439 -0.54
C -2.5072 1.4670 -0.1946 0.39
C 1.2807 -1.0390 -0.3151 -0.50
C 1.7137 -2.1587 -2.5340 0.55
C -3.4601 -0.3187 -1.8995 -1.81
C 2.2531 -1.4378 -1.3239 0.61
C -2.5325 2.3575 -1.5149 -1.41
C 4.1287 0.4216 4.4694 0.59
C -0.1857 -1.3273 -0.4646 0.15
C -3.1459 0.0196 -0.3611 0.80
C -2.3732 -1.1418 0.3846 -1.19
H -2.8625 3.2836 1.0085 0.41
H 1.6533 -0.4995 0.5976 0.79
H -4.1711 0.0732 0.1210 0.44
H -4.2871 0.3919 -2.2012 0.42
H -1.4517 1.4844 0.1843 0.22
H -0.0850 -2.8918 -3.5607 0.39
H -3.9234 -1.3515 -1.9933 0.44
H -2.6467 -2.1285 -0.1086 0.51
H -3.5656 2.6092 -1.8662 0.28
H -2.5771 -0.1667 -2.5720 0.33
H -1.5715 -2.1450 -1.7860 0.17
H -1.8964 1.8684 -2.3061 0.33
H -3.2425 1.7577 1.8894 0.34
H -4.4419 2.3844 0.5856 0.35
H -1.9879 3.3145 -1.2466 0.44
H -2.8216 -1.2161 1.4205 0.41

***

37
Properties=species:S:1:pos:R:3:mulliken_charge:R:1 method="wB97M-V/def2-TZVPD" homo_energy_ev=-8.5 spin_multiplicity=1 total_energy_ha=-1388.34580 orbital_gap_ev=8.59 smiles="CCOC(=O)c1cc(S(=O)(=O)NCc2ccco2)cn1C" de_lowest_kj_mol=1457.4
S -0.6863 1.1896 1.8245 1.16
O -2.0980 1.6366 2.0278 -0.74
O 0.7783 3.2975 -2.0490 -0.35
O 1.8782 -3.3608 -0.3952 -0.25
O 0.2451 -4.5536 -0.7988 -0.54
O -0.0794 1.2863 2.9647 -0.56
N -0.0844 2.1192 0.6027 -0.30
N -1.6917 -2.3637 0.0811 0.34
C -0.7580 2.2873 -0.4924 -0.25
C 0.2885 5.4851 -2.3180 -0.38
C 2.6522 -4.2993 -0.6282 -0.43
C -0.7761 -0.3593 1.0094 0.56
C 4.1674 -3.9937 -0.3475 -1.07
C 1.3596 4.4755 -2.8142 -0.55
C -0.8791 4.7030 -1.5288 -0.84
C 0.2250 -1.2823 0.7106 -0.60
C -2.0591 -1.1248 0.7679 -1.03
C -0.2949 -2.3991 0.0828 -0.23
C 0.6355 -3.5620 -0.3513 0.78
C -0.1034 3.4175 -1.2113 0.50
C -2.4075 -3.2060 -0.6673 -0.95
H 2.4145 -5.2947 -0.0737 0.31
H 4.4075 -3.1974 -1.0243 0.31
H -1.5608 5.1810 -0.9369 0.40
H -1.7848 2.4682 -0.3322 0.46
H -2.2901 -3.4519 -1.6087 0.39
H 2.3409 -4.5058 -1.6346 0.39
H 0.3819 6.4814 -2.5874 0.45
H 4.6458 -4.8712 -0.8546 0.33
H -2.7984 -0.6874 0.6106 0.71
H -0.6516 1.3226 -1.3179 0.14
H -3.5322 -2.8190 -0.3075 0.25
H 2.1948 4.4356 -3.2603 0.53
H 1.4116 -1.0303 0.8748 0.17
H -2.2700 -4.2046 0.1663 0.31
H 4.1749 -3.8082 0.8000 0.28
H 0.9999 1.9064 0.8031 0.30